Molecular formula: C7H4F6HgIO2Sb
Method: DFT, ωB97M-V/def2-TZVPD

Its net charge is 0. As for the HOMO energy: -9.57 eV. The calculation puts the total energy at -1710.2373 hartree. Its multiplicity is 1.

```
22
C7H4F6HgIO2Sb ωB97M-V/def2-TZVPD
Hg 1.486 -0.753 -1.962
I -0.687 2.913 4.326
C 0.118 1.376 3.152
C 0.587 0.216 3.746
C 1.118 -0.786 2.956
C 1.198 -0.653 1.568
C 0.717 0.528 1.002
C 0.178 1.538 1.778
C 1.797 -1.849 0.864
O 2.137 -2.810 1.500
O 1.980 -1.930 -0.472
H 0.536 0.090 4.819
H 1.483 -1.700 3.402
H 0.732 0.715 -0.063
H -0.199 2.438 1.314
F -0.178 -0.253 -2.981
Sb -2.067 0.127 -4.102
F -3.641 0.446 -5.037
F -2.361 1.248 -2.616
F -2.648 -1.318 -3.053
F -1.016 1.499 -4.844
F -1.270 -1.082 -5.297
```

Löwdin population analysis, charges in e, atoms 1 to 2: 1.399 0.882

---

Molecular formula: C7H4O
Method: DFT, ωB97M-V/def2-TZVPD

Its net charge is 0. As for the HOMO energy: -9.43 eV. As for the SMILES: C#CC1=CC(=O)C=C1. The calculation puts the total energy at -344.2275 hartree. Its multiplicity is 1.

```
12
C7H4O ωB97M-V/def2-TZVPD
C 3.292 -0.313 -0.012
C 2.085 -0.153 0.051
C 0.660 0.079 0.029
C -0.234 -0.901 -0.139
C -1.485 -0.351 -0.047
O -2.585 -0.919 0.131
C -1.318 1.177 -0.061
C -0.038 1.442 -0.038
H 4.393 -0.743 0.268
H 0.071 -1.983 -0.265
H -2.150 1.845 0.077
H 0.594 2.355 0.174
```

Löwdin population analysis, charges in e, atoms 1 to 2: 0.097 -0.094

---

Molecular formula: C7H52BNO24
Method: DFT, ωB97M-V/def2-TZVPD

Its net charge is 0. As for the HOMO energy: -9.58 eV. The calculation puts the total energy at -2183.2937 hartree. Its multiplicity is 1.

```
85
C7H52BNO24 ωB97M-V/def2-TZVPD
C 4.354 0.265 1.636
C 3.407 -0.654 0.877
O 2.119 -0.030 0.785
B 0.985 -0.770 0.774
C -0.058 -0.586 -0.386
O -1.014 -1.659 -0.501
C -2.052 -1.580 0.408
O -2.930 -0.503 0.122
C -3.740 -0.268 1.269
C -3.189 0.917 2.076
O -3.330 0.728 3.483
N 0.690 -1.678 1.904
C 0.563 -2.871 1.765
O 0.350 -4.009 1.674
H 3.807 0.674 2.478
H 4.638 1.109 1.005
H 5.230 -0.264 2.000
H 3.353 -1.602 1.421
H 3.788 -0.818 -0.126
H -0.607 0.354 -0.233
H 0.462 -0.496 -1.333
H -1.686 -1.469 1.439
H -2.612 -2.521 0.352
H -3.795 -1.152 1.912
H -4.765 -0.082 0.945
H -2.132 1.022 1.808
H -3.732 1.824 1.835
H -2.671 0.087 3.774
O 2.882 0.487 4.687
H 2.509 1.031 5.394
H 2.165 0.385 4.052
O -0.704 -2.381 4.763
H 0.107 -2.372 5.283
H -0.637 -3.176 4.225
O 1.640 0.699 -3.127
H 2.328 0.781 -3.796
H 1.128 1.506 -3.235
O 2.247 2.315 -5.383
H 2.942 2.377 -6.053
H 1.733 3.120 -5.508
O -5.074 -2.949 -0.305
H -4.359 -2.903 -0.950
H -5.553 -2.117 -0.437
O -2.300 -5.316 1.253
H -1.412 -5.118 1.570
H -2.732 -5.796 1.965
O 1.589 1.478 7.188
H 1.419 2.288 7.683
H 1.336 0.768 7.785
O 2.912 1.217 -7.865
H 3.301 0.801 -8.643
H 2.546 0.466 -7.377
O -4.177 4.145 1.973
H -4.808 4.383 2.659
H -4.033 4.961 1.484
O 2.786 4.398 -3.165
H 2.515 3.639 -3.694
H 2.263 4.330 -2.358
O -6.396 -0.605 -1.518
H -7.338 -0.408 -1.469
H -6.207 -0.653 -2.461
O -1.121 2.659 7.314
H -0.628 2.281 6.577
H -1.506 1.900 7.762
O 2.780 -1.571 -7.442
H 3.572 -2.103 -7.314
H 2.112 -1.994 -6.891
O -6.058 -5.472 -1.364
H -5.235 -5.916 -1.586
H -5.785 -4.660 -0.908
O -7.001 1.626 1.172
H -6.403 1.595 1.926
H -6.644 0.975 0.559
O 7.332 -0.144 3.373
H 7.630 -1.054 3.470
H 7.210 0.172 4.274
O 4.255 2.414 -10.177
H 3.641 2.650 -9.470
H 4.340 3.215 -10.702
O 0.225 3.136 -1.087
H -0.596 3.629 -1.184
H 0.097 2.601 -0.298
O 5.863 -0.858 -1.679
H 6.603 -0.709 -2.276
H 5.265 -0.119 -1.837
```

Löwdin population analysis, charges in e, atoms 1 to 2: -0.051 -0.206

---

Molecular formula: C7H5BCl16O5S
Method: DFT, ωB97M-V/def2-TZVPD

Its net charge is 0. As for the HOMO energy: -10.17 eV. The calculation puts the total energy at -8431.9902 hartree. Its multiplicity is 1.

```
35
C7H5BCl16O5S ωB97M-V/def2-TZVPD
C 4.765 0.595 -4.139
C 3.592 0.305 -4.046
C 2.196 -0.335 -3.954
O 1.181 0.695 -4.077
S -0.269 -0.168 -3.948
O -0.609 -0.526 -5.328
O -1.401 0.903 -3.359
B -2.727 0.446 -3.659
O -3.015 -0.943 -3.587
O -3.728 1.354 -4.052
H 5.866 0.572 -4.219
H 2.099 -1.133 -4.743
H 2.066 -0.839 -2.952
H -3.947 -1.009 -3.307
H -4.525 0.808 -4.186
C 2.961 -1.035 0.465
Cl 3.399 -0.606 -1.198
Cl 4.186 -0.406 1.577
Cl 1.367 -0.330 0.839
Cl 2.875 -2.798 0.620
C 1.960 1.943 4.812
Cl 1.827 1.127 3.244
Cl 0.475 2.860 5.130
Cl 2.188 0.731 6.083
Cl 3.345 3.051 4.790
C -1.222 -2.014 6.183
Cl -2.658 -2.399 5.215
Cl -1.650 -2.018 7.903
Cl 0.035 -3.228 5.884
Cl -0.614 -0.413 5.730
C -3.944 0.967 0.494
Cl -2.806 1.125 -0.857
Cl -5.240 -0.158 0.044
Cl -3.088 0.345 1.916
Cl -4.641 2.552 0.869
```

Löwdin population analysis, charges in e, atoms 1 to 2: 0.092 -0.134

---

Molecular formula: C7H5BN5O5
Method: DFT, ωB97M-V/def2-TZVPD

Its net charge is -1. As for the HOMO energy: -4.89 eV. The calculation puts the total energy at -944.3516 hartree. Its multiplicity is 1.

```
23
C7H5BN5O5 ωB97M-V/def2-TZVPD
O 3.455 2.646 0.735
N 2.223 2.814 0.762
O 1.711 3.968 0.834
C 1.306 1.687 0.678
C -0.092 1.854 0.631
C -0.940 0.782 0.447
N -2.318 0.978 0.700
O -2.696 2.173 0.913
O -3.088 0.007 0.748
C -0.503 -0.663 0.219
C 0.982 -0.785 0.444
N 1.654 -1.936 0.616
O 2.991 -1.436 0.883
N 3.085 -0.068 0.900
C 1.808 0.347 0.614
H -0.501 2.847 0.813
H -1.043 -1.361 0.877
H -0.807 -1.048 -0.775
B -1.789 -2.210 -1.805
H -2.356 -2.873 -0.928
H -2.399 -1.287 -2.360
C -0.658 -2.896 -2.596
N -0.026 -3.540 -3.352
```

Löwdin population analysis, charges in e, atoms 1 to 2: 0.020 -0.344

---

Molecular formula: C7H5ClO
Method: DFT, ωB97M-V/def2-TZVPD

Its net charge is 0. As for the HOMO energy: -8.76 eV. As for the SMILES: C#CC#COC.C#CCl. The calculation puts the total energy at -804.8799 hartree. Its multiplicity is 1.

```
14
C7H5ClO ωB97M-V/def2-TZVPD
C 3.016 3.293 -0.877
C 2.277 2.493 -0.298
C 1.541 1.513 0.313
C 0.863 0.940 1.127
O 0.248 0.093 1.884
C -0.746 -0.619 1.147
H 3.744 3.733 -1.428
H -0.681 -1.783 1.437
H -0.591 -0.622 0.015
H -1.858 -0.163 1.401
C 1.459 -1.859 -1.616
C 1.987 -1.755 -0.529
Cl 2.753 -1.625 0.853
H 1.124 -2.381 -2.514
```

Löwdin population analysis, charges in e, atoms 1 to 2: 0.130 -0.147

---

| no. | LUMO energy (eV) | frontier orbital gap (eV) |
| --- | --- | --- |
| 1 | -3.06 | 6.51 |
| 2 | -1.32 | 8.11 |
| 3 | 0.00 | 9.58 |
| 4 | 0.00 | 10.17 |
| 5 | 1.46 | 6.34 |
| 6 | 0.70 | 9.46 |